Record 1
The following is a DFT calculation (ωB97M-V/def2-TZVPD) of a molecular structure, CH3O4P.

Last column: Mulliken charge in e.
Cartesian coordinates (Å):
C -0.2270 0.1860 0.2476  -0.564
O -4.5640 -0.1023 0.6896  0.099
O -3.9310 -0.9937 -0.2313  -0.183
O -3.8728 1.1507 0.3612  -0.180
O -1.4561 -0.5182 0.2265  -0.143
P -2.6185 -0.2462 -0.8346  0.186
H 0.3648 -0.2344 0.9934  0.237
H -0.4947 1.2327 0.7276  0.260
H 0.2791 0.0399 -0.7366  0.288

Strongest force on any atom: 7.14 eV Å⁻¹
Orbital gap (spin up / spin down): 7.994 / 7.828 eV
Energy above the lowest of the compared OMol25 structures with the same formula, charge and spin: 434.4 kJ/mol
Electronic energy: -681.925318 a.u.
Spin multiplicity: 3
HOMO energy (spin up / spin down): -7.335 / -10.305 eV



Record 2
The following is a DFT calculation (ωB97M-V/def2-TZVPD) of 2 unconnected molecules or ions with the total composition C5H12O3.

Last column: Mulliken charge in e.
Cartesian coordinates (Å):
C -1.2451 0.5886 -0.2124  0.557
C -1.3892 1.2902 -1.5589  -1.386
C -0.5853 -1.8008 0.6208  -1.010
C -0.3377 -0.6490 -0.3223  0.553
O -2.5414 0.2910 0.2887  -0.558
O 0.6277 -0.6818 -1.0921  -0.686
H -3.0610 -0.1147 -0.4264  0.344
H -0.7734 1.2659 0.5077  0.145
H -2.3256 1.8552 -1.6190  0.400
H -1.3891 0.5718 -2.3866  0.359
H -0.5555 1.9797 -1.7267  0.333
H -0.7492 -2.7112 0.0382  0.315
H 0.2837 -1.9245 1.2716  0.264
H -1.4595 -1.6316 1.2516  0.324
C 2.6038 0.2905 1.2643  -0.414
O 3.0062 0.6009 -0.0561  -0.532
H 2.3842 0.1391 -0.6571  0.404
H 2.5627 -0.7944 1.3880  0.185
H 3.3232 0.7085 1.9718  0.291
H 1.6204 0.7267 1.4549  0.112

Strongest force on any atom: 1.93 eV Å⁻¹
Orbital gap: 10.359 eV
Energy above the lowest of the compared OMol25 structures with the same formula, charge and spin: 142.4 kJ/mol
Electronic energy: -423.399597 a.u.
Spin multiplicity: 1
SMILES string: CC(=O)[C@@H](C)O.CO
HOMO energy: -9.924 eV



Record 3
The following is a DFT calculation (ωB97M-V/def2-TZVPD) of a molecular structure, C5H9MgO4Tl.

Last column: Mulliken charge in e.
Cartesian coordinates (Å):
O 1.5826 -0.5620 0.6345  -0.628
C 1.2967 -1.8729 0.4963  -0.097
C 0.1520 -2.4069 0.0341  -0.208
O -1.0401 -1.7979 -0.1894  -0.370
C -1.1464 -0.5613 -0.9538  -0.349
C -2.3182 0.2096 -0.4120  -0.671
O -1.8023 1.0973 0.6220  -0.252
C -2.7241 1.9954 1.1994  -0.579
Tl 0.1630 0.8217 0.1611  1.488
H 2.1373 -2.5597 0.6376  0.375
H 0.1408 -3.4773 -0.1879  0.430
H -1.3167 -0.8188 -2.0078  0.421
H -3.0957 -0.4156 0.0603  0.392
H -2.7687 0.8406 -1.1952  0.391
H -2.1808 2.6218 1.9155  0.301
H -3.1830 2.6333 0.4282  0.316
H -3.5121 1.4323 1.7214  0.270
Mg 2.9961 0.7146 0.4706  1.241
O 1.7720 1.6815 -0.6261  -0.835
H 1.7813 1.9827 -1.6080  0.366

Strongest force on any atom: 5.17 eV Å⁻¹
Orbital gap: 5.404 eV
Energy above the lowest of the compared OMol25 structures with the same formula, charge and spin: 6.3 kJ/mol
Electronic energy: -868.668976 a.u.
Spin multiplicity: 1
Charge: +2
HOMO energy: -15.540 eV



Record 4
The following is a DFT calculation (ωB97M-V/def2-TZVPD) of a molecular structure, C6H9NO.

Last column: Mulliken charge in e.
Cartesian coordinates (Å):
C 0.0554 -1.7081 0.2200  -1.138
C -0.6672 -0.6358 0.3607  -0.029
C -2.5025 0.0692 0.1308  0.584
C 0.7097 -0.2522 0.1272  1.014
C 1.6191 0.0002 1.2106  -1.473
C 1.1278 0.1634 -1.2861  -1.259
N -2.1228 1.3403 -0.0184  -0.281
O -3.4201 -0.6653 0.0625  -0.472
H 0.0042 -2.7128 0.0736  0.440
H 1.7919 1.0724 1.4734  0.298
H 2.5945 -0.2154 0.8172  0.395
H 1.3292 -0.6431 2.0212  0.409
H 1.5366 -0.7060 -2.0266  0.258
H 1.8651 0.9156 -1.3837  0.402
H 0.1492 0.4334 -1.7197  0.354
H -1.1873 1.5462 0.1226  0.258
H -2.8826 1.9980 -0.1853  0.239

Strongest force on any atom: 5.98 eV Å⁻¹
Orbital gap: 9.106 eV
Energy above the lowest of the compared OMol25 structures with the same formula, charge and spin: 455.0 kJ/mol
Electronic energy: -363.850930 a.u.
Spin multiplicity: 1
HOMO energy: -8.344 eV



Record 5
The following is a DFT calculation (ωB97M-V/def2-TZVPD) of C4H3NO2 in the gas phase.

Last column: Mulliken charge in e.
Cartesian coordinates (Å):
O 2.6478 0.4579 0.2951  -0.258
C 1.8496 -0.3470 -0.3874  -0.796
C 0.4453 -0.1868 -0.1841  0.679
N -0.4362 -0.9259 -0.7980  -0.431
C -1.6403 -0.4677 -0.3414  -0.271
C -1.4200 0.5453 0.5416  -0.090
O -0.0962 0.7352 0.6525  -0.275
H 3.2880 -0.0977 -0.2291  0.660
H -2.5752 -0.8904 -0.6766  0.373
H -2.0507 1.1857 1.1354  0.409

Strongest force on any atom: 2.49 eV Å⁻¹
Orbital gap: 8.491 eV
Energy above the lowest of the compared OMol25 structures with the same formula, charge and spin: 380.9 kJ/mol
Electronic energy: -359.325298 a.u.
Spin multiplicity: 1
HOMO energy: -8.965 eV



Record 6
The following is a DFT calculation (ωB97M-V/def2-TZVPD) of a molecular structure, C42H51ClNO2Sn.

Last column: Mulliken charge in e.
Cartesian coordinates (Å):
Sn 1.1339 -0.3649 1.7996  0.693
C -3.7657 -1.5865 -3.4874  -1.318
C -2.9379 -2.7753 -2.9745  2.494
C -3.7915 -3.5736 -1.9781  -1.687
C -2.6218 -3.6830 -4.1629  -2.361
C -1.6676 -2.2636 -2.2863  -1.214
C -1.7881 -1.5129 -1.1183  0.043
C -0.6718 -0.9859 -0.4725  -0.767
N -0.6455 -0.2170 0.6839  -0.348
C -1.6373 0.6236 1.1586  -0.453
C -2.8415 0.9476 0.5221  0.224
C -3.7351 1.8510 1.0866  -1.569
C -3.3887 2.4416 2.2963  0.369
C -2.1711 2.2074 2.9434  -0.610
C -1.2879 1.2748 2.3735  1.424
O -0.0950 0.9815 2.8759  -1.068
C -1.8879 2.9951 4.2375  2.285
C -2.1075 4.4989 3.9838  -1.732
C -2.8547 2.5254 5.3368  -1.712
C -0.4591 2.8460 4.7783  -2.005
C -5.0655 2.2093 0.4142  2.048
C -5.2619 1.4640 -0.9065  -2.084
C -6.2294 1.8415 1.3456  -1.795
C -5.1201 3.7151 0.1197  -1.723
C 0.6248 -1.3000 -0.9495  0.823
O 1.6545 -0.9100 -0.2080  -1.109
C 0.7664 -2.0314 -2.1415  -0.681
C -0.3904 -2.4810 -2.7921  -0.193
C 2.1666 -2.3239 -2.6900  2.855
C 2.9021 -0.9985 -2.9535  -1.242
C 2.9580 -3.1728 -1.6817  -1.584
C 2.1299 -3.0979 -4.0085  -2.455
H -4.6883 -1.9327 -3.9704  0.461
H -3.1897 -1.0051 -4.2130  0.310
H -4.0393 -0.9182 -2.6664  0.106
H -4.6701 -3.9948 -2.4798  0.450
H -4.1474 -2.9471 -1.1564  0.293
H -3.2120 -4.3944 -1.5459  0.354
H -3.5563 -4.0591 -4.5914  0.448
H -2.0152 -4.5427 -3.8618  0.441
H -2.0846 -3.1464 -4.9504  0.367
H -2.7639 -1.3849 -0.6737  0.963
H -3.0451 0.5396 -0.4514  0.969
H -4.0878 3.1391 2.7480  0.314
H -3.1452 4.7366 3.7451  0.347
H -1.4855 4.8386 3.1509  0.336
H -1.8309 5.0712 4.8767  0.471
H -3.8974 2.6642 5.0401  0.281
H -2.6827 3.0873 6.2634  0.456
H -2.7036 1.4625 5.5461  0.339
H 0.2855 3.1647 4.0425  0.258
H -0.2266 1.8187 5.0553  0.317
H -0.3651 3.4855 5.6638  0.549
H -5.2593 0.3796 -0.7603  0.300
H -4.4805 1.7116 -1.6310  0.410
H -6.2253 1.7436 -1.3448  0.504
H -6.2140 0.7706 1.5688  0.373
H -7.1898 2.0853 0.8752  0.467
H -6.1690 2.3815 2.2945  0.299
H -4.3179 3.9989 -0.5680  0.372
H -4.9991 4.3044 1.0328  0.308
H -6.0802 3.9846 -0.3365  0.437
H -0.2826 -3.0399 -3.7116  0.530
H 2.9779 -0.4058 -2.0400  -0.143
H 2.3607 -0.4075 -3.6987  0.342
H 3.9106 -1.1971 -3.3423  0.446
H 3.0734 -2.6508 -0.7312  0.223
H 3.9538 -3.4017 -2.0805  0.347
H 2.4377 -4.1180 -1.4989  0.391
H 1.6135 -2.5409 -4.7964  0.428
H 1.6414 -4.0699 -3.8975  0.451
H 3.1578 -3.2754 -4.3409  0.440
Cl 1.4979 3.7303 0.3845  -0.244
C 2.8530 2.7088 -0.0337  0.923
C 3.3879 2.8376 -1.2688  -0.612
C 4.4879 2.0098 -1.6599  -0.497
C 4.9731 1.0664 -0.8225  -0.807
C 4.4201 0.8636 0.4974  1.333
C 3.3408 1.7619 0.9365  0.423
C 2.7252 1.6127 2.1708  -1.720
H 2.9874 3.5793 -1.9468  0.426
H 4.9348 2.1498 -2.6370  0.393
H 5.8250 0.4733 -1.1241  0.585
H 4.6111 -0.0761 2.3808  0.174
H 1.9531 2.2950 2.4988  0.194
H 3.2061 1.0405 2.9471  0.338
C 4.9042 -0.1155 1.3398  -1.185
C 5.8396 -1.2056 1.0324  0.568
C 6.6758 -1.6734 2.0536  -0.829
C 7.5738 -2.7071 1.8395  -0.562
C 7.6459 -3.3206 0.5934  -0.486
C 6.7978 -2.8950 -0.4205  -0.976
C 5.9018 -1.8572 -0.2035  0.390
H 6.6191 -1.2022 3.0292  0.388
H 8.2132 -3.0405 2.6485  0.366
H 8.3371 -4.1371 0.4232  0.368
H 6.8127 -3.3903 -1.3843  0.393
H 5.2042 -1.5887 -0.9826  0.353

Strongest force on any atom: 0.53 eV Å⁻¹
Orbital gap (spin up / spin down): 4.807 / 4.632 eV
Energy above the lowest of the compared OMol25 structures with the same formula, charge and spin: 38.9 kJ/mol
Electronic energy: -2510.857164 a.u.
Spin multiplicity: 1
Charge: -1
HOMO energy (spin up / spin down): -3.464 / -3.469 eV



Record 7
The following is a DFT calculation (ωB97M-V/def2-TZVPD) of a molecular structure, C31H31BN3O2PtS2.

Last column: Mulliken charge in e.
Cartesian coordinates (Å):
Pt 1.8398 0.5874 0.3106  1.288
S 6.0995 -0.5085 1.1998  -0.382
C 5.9774 -0.2101 -0.5274  0.686
C 6.9838 -0.2148 -1.4652  -0.614
C 6.6515 0.0283 -2.7959  -0.422
C 5.3306 0.2587 -3.1647  -0.786
C 4.3175 0.2656 -2.2291  -0.266
C 4.6332 0.0464 -0.8820  -0.308
N 3.7681 0.0136 0.1501  0.430
C 4.3643 -0.2640 1.3463  0.205
C 3.5516 -0.2596 2.4887  0.710
C 3.9012 -0.6412 3.7973  -0.655
C 2.9485 -0.5974 4.7916  -0.734
C 1.6557 -0.1609 4.5311  -0.544
C 1.2941 0.2289 3.2359  -0.725
C 2.2170 0.1619 2.2276  -0.367
H 8.0072 -0.3998 -1.1727  0.386
H 7.4324 0.0400 -3.5423  0.369
H 5.0980 0.4429 -4.2056  0.400
H 3.2898 0.4557 -2.5030  0.523
H 4.9104 -0.9710 3.9981  0.410
H 3.2099 -0.9111 5.7942  0.360
H 0.9267 -0.1200 5.3266  0.427
H 0.2913 0.5857 3.0397  0.474
C -6.4687 -2.7828 -0.2782  -1.559
C -5.4943 -2.0143 0.5650  0.901
C -5.5224 -2.1502 1.9458  -0.877
C -4.6031 -1.4723 2.7272  -0.760
C -3.7034 -0.6118 2.1386  -0.989
C -3.6815 -0.4308 0.7529  -0.030
N -2.7197 0.4254 0.2493  0.421
C -2.7714 1.3005 -0.8064  -0.388
C -3.9698 1.8449 -1.2730  -0.296
C -3.9709 2.7310 -2.3315  -0.560
C -2.7883 3.1023 -2.9530  -0.807
C -1.5892 2.6034 -2.4798  -0.314
C -1.5698 1.7187 -1.4128  0.172
C -0.2605 1.2681 -0.8895  0.758
O 0.7017 1.0492 -1.6503  -0.640
O -0.1604 1.0796 0.3675  -1.109
C -4.5458 -1.1914 -0.0467  1.437
C -4.4069 -1.2144 -1.5398  -1.599
H -7.2350 -3.2397 0.3440  0.394
H -5.9608 -3.5745 -0.8298  0.322
H -6.9498 -2.1245 -1.0012  0.309
H -6.2427 -2.8160 2.4034  0.345
H -4.5920 -1.6173 3.7980  0.382
H -2.9898 -0.0679 2.7390  0.588
H -1.8287 0.4504 0.7419  -0.165
H -4.8892 1.5983 -0.7631  0.568
H -4.9062 3.1586 -2.6663  0.383
H -2.7986 3.7973 -3.7795  0.393
H -0.6470 2.9090 -2.9102  0.470
H -5.2203 -0.6871 -2.0378  0.326
H -4.4166 -2.2472 -1.8848  0.509
H -3.4712 -0.7629 -1.8550  0.360
B 1.0628 5.0224 -0.5305  0.205
C 1.7216 3.7087 -0.0575  0.268
N 2.2895 2.7687 0.3157  -0.836
H 1.2185 5.0613 -1.7237  -0.202
H -0.0987 4.9458 -0.2115  -0.185
H 1.5974 5.9558 0.0100  -0.178
C 1.9298 -2.9260 0.9732  -0.815
S 0.5604 -2.1569 0.0647  0.156
C 0.9857 -2.6923 -1.6226  -0.858
H 1.8971 -4.0054 0.8341  0.480
H 1.7781 -2.6743 2.0200  0.221
H 2.8797 -2.5183 0.6352  0.111
H 1.9259 -2.2432 -1.9350  0.152
H 0.1787 -2.3573 -2.2670  0.302
H 1.0485 -3.7778 -1.6419  0.372

Strongest force on any atom: 3.09 eV Å⁻¹
Orbital gap (spin up / spin down): 5.180 / 5.177 eV
Energy above the lowest of the compared OMol25 structures with the same formula, charge and spin: 124.2 kJ/mol
Electronic energy: -2455.276802 a.u.
Spin multiplicity: 1
Charge: -1
HOMO energy (spin up / spin down): -3.366 / -3.363 eV



What is the spin multiplicity in the seventh record? 1